Record 1
{
  "formula": "C18H16N4PdS3SbSe",
  "method": "the ωB97M-V functional and the def2-TZVPD basis",
  "symbols": ["Pd", "S", "Sb", "S", "S", "C", "C", "C", "C", "N", "C", "C", "C", "C", "C", "C", "N", "H", "H", "H", "H", "H", "H", "H", "H", "C", "N", "C", "Se", "N", "C", "C", "C", "C", "C", "C", "H", "H", "H", "H", "H", "H", "H", "H"],
  "xyz": [[-1.8307, -1.5728, 0.4620], [-3.8583, -5.6381, -1.3010], [-4.2861, -3.3326, -1.1024], [-2.1270, -2.4348, -1.8026], [-3.7697, -2.9251, 1.2547], [-0.5988, -2.1491, 4.7369], [0.6524, -1.5565, 4.7940], [1.2615, -1.1417, 3.6199], [0.5938, -1.3066, 2.4067], [-0.6221, -1.8782, 2.3763], [-1.1984, -2.2982, 3.4939], [1.1738, -0.9113, 1.1066], [2.4161, -0.2883, 0.9791], [2.9096, -0.0026, -0.2839], [2.1713, -0.3763, -1.3957], [0.9380, -0.9763, -1.1927], [0.4442, -1.2078, 0.0176], [-1.1072, -2.4891, 5.6250], [1.1513, -1.4195, 5.7406], [2.2459, -0.7053, 3.6524], [-2.1722, -2.7710, 3.3977], [2.9987, -0.0377, 1.8489], [3.8627, 0.4906, -0.3967], [2.5351, -0.2107, -2.3963], [0.3230, -1.2994, -2.0257], [-2.4022, 0.8090, -2.5071], [-1.4218, 1.3480, -1.6063], [-1.4732, 1.3620, -0.2643], [-2.8129, 0.6226, 0.8254], [-0.3890, 2.0137, 0.2103], [0.3989, 2.4157, -0.8457], [1.6175, 3.0790, -0.9028], [2.1483, 3.2949, -2.1613], [1.4884, 2.8707, -3.3208], [0.2773, 2.2081, -3.2705], [-0.2625, 1.9811, -2.0104], [-3.2444, 0.4036, -1.9444], [-1.9631, 0.0139, -3.1132], [-2.7672, 1.5949, -3.1689], [-0.2338, 2.2457, 1.1806], [2.1197, 3.4149, -0.0105], [3.0963, 3.8030, -2.2551], [1.9397, 3.0701, -4.2810], [-0.2227, 1.8874, -4.1693]],
  "forces_ev_per_a": [[0.8, -2.8, -0.4], [0.1, 0.1, 0.1], [-0.5, -0.1, -0.1], [-0.1, 0.6, 2.0], [1.5, 1.3, -1.1], [0.1, 0.0, -0.2], [-0.2, -0.1, 0.0], [-0.2, -0.1, -0.4], [0.1, 0.0, 0.6], [-0.8, 0.7, -0.7], [-0.2, -0.1, 0.5], [0.3, 0.2, -0.2], [-0.3, -0.2, 0.0], [-0.2, -0.1, -0.1], [0.0, -0.2, 0.2], [0.2, 0.1, -0.3], [-0.9, 0.3, 0.2], [0.0, -0.1, 0.1], [0.1, 0.0, 0.1], [0.1, 0.0, 0.0], [0.2, 0.1, 0.0], [0.0, 0.0, 0.1], [0.1, 0.0, 0.0], [0.0, 0.0, -0.1], [0.0, 0.1, 0.0], [-0.7, -0.2, -0.5], [0.3, 0.3, 0.6], [0.0, 0.3, 0.2], [0.0, -0.4, -0.1], [-0.3, -0.2, -0.3], [-0.1, -0.1, -0.6], [0.0, 0.1, -0.2], [0.0, 0.0, 0.4], [-0.2, -0.2, -0.1], [0.1, 0.0, -0.1], [0.6, 0.3, 0.5], [0.2, 0.1, -0.1], [0.0, 0.1, 0.1], [0.1, 0.1, 0.1], [-0.1, -0.2, 0.0], [0.1, 0.1, 0.1], [0.0, 0.1, 0.0], [0.0, 0.0, -0.1], [-0.1, 0.0, -0.1]],
  "spin_multiplicity": 2,
  "total_charge": 2,
  "homo_lumo_gap_ev": [5.284, 4.864],
  "e_homo_ev": [-14.463, -14.311],
  "e_tot_ha": -4878.14118,
  "lumo_energy_ev": [-9.18, -9.45]
}

---

Record 2
{
  "formula": "CBrIN4",
  "method": "the ωB97M-V functional and the def2-TZVPD basis",
  "symbols": ["C", "N", "N", "N", "N", "Br", "I"],
  "xyz": [[-0.3578, -1.7568, 0.2935], [-1.3849, -1.3129, 0.4852], [0.3556, 0.7709, -0.1518], [-1.5644, 1.9874, -0.3566], [-0.5757, 1.4987, -0.1758], [1.2286, -2.3927, -0.1588], [2.2987, 1.2055, 0.0643]],
  "forces_ev_per_a": [[0.8, -0.6, -0.4], [-1.8, 0.3, 0.5], [2.6, -2.4, 0.2], [-1.0, 0.8, 0.4], [-1.3, 1.5, -0.8], [0.5, -0.4, -0.1], [0.2, 0.7, 0.1]],
  "spin_multiplicity": 1,
  "homo_lumo_gap_ev": 8.390,
  "e_homo_ev": -9.411,
  "e_tot_ha": -3128.70742,
  "de_lowest_kj_mol": 135.27,
  "lumo_energy_ev": -1.02
}